Entry 1:
{"formula": "C33H30N7PSn", "method": "the ωB97M-V functional and the def2-TZVPD basis", "species": ["Sn", "C", "N", "C", "C", "N", "C", "C", "C", "C", "C", "C", "N", "C", "N", "C", "C", "C", "C", "C", "C", "N", "H", "H", "H", "H", "H", "H", "H", "H", "H", "H", "H", "H", "H", "H", "H", "N", "P", "C", "C", "C", "C", "C", "C", "C", "C", "C", "C", "C", "C", "C", "C", "C", "C", "C", "N", "H", "H", "H", "H", "H", "H", "H", "H", "H", "H", "H", "H", "H", "H", "H"], "xyz": [[0.13273, -0.23055, -0.12609], [-2.83338, -1.02107, 1.55262], [-1.74794, -1.86805, 1.05616], [-1.10110, -2.72386, 2.06122], [0.25041, -2.21937, 2.46442], [0.78624, -1.10175, 2.03196], [2.02719, -0.99285, 2.65361], [2.98790, 0.01123, 2.58593], [4.12667, -0.15093, 3.34823], [4.31027, -1.27831, 4.16131], [3.36150, -2.27791, 4.24351], [2.21707, -2.10946, 3.47427], [1.06325, -2.86551, 3.32599], [-2.43978, 0.42038, 1.65969], [-1.34982, 0.95951, 1.15087], [-1.40229, 2.32563, 1.44969], [-0.52003, 3.36539, 1.17233], [-0.85445, 4.62493, 1.62478], [-2.04254, 4.86026, 2.32903], [-2.93193, 3.84170, 2.60309], [-2.58444, 2.57380, 2.15559], [-3.20955, 1.34062, 2.26393], [-3.68359, -1.07942, 0.86870], [-3.19104, -1.36343, 2.52893], [-2.12789, -2.47342, 0.34243], [-1.72367, -2.81647, 2.95732], [-0.98525, -3.73022, 1.65417], [2.82938, 0.89068, 1.97290], [4.89479, 0.61086, 3.32999], [5.21414, -1.36152, 4.74893], [3.49709, -3.13918, 4.88383], [0.89200, -3.75104, 3.77414], [0.39151, 3.18758, 0.62198], [-0.18692, 5.45428, 1.43297], [-2.26479, 5.86347, 2.66524], [-3.85471, 4.02422, 3.13747], [-4.09159, 1.17340, 2.72139], [1.17009, 2.54324, -2.19840], [2.01149, 1.75643, -0.93093], [3.31433, 2.98317, -0.62525], [4.14033, 3.39554, -1.67238], [5.12648, 4.33633, -1.43432], [5.30326, 4.85903, -0.15795], [4.49088, 4.44116, 0.88503], [3.49593, 3.50240, 0.65335], [2.91004, 0.40534, -1.75818], [3.96908, -0.17455, -1.05699], [4.61960, -1.28417, -1.56905], [4.20580, -1.83199, -2.77716], [3.15056, -1.26238, -3.47370], [2.49336, -0.15100, -2.96416], [-0.12281, 2.27635, -2.58073], [-0.76543, 3.05598, -3.55283], [-2.04529, 2.73046, -3.93076], [-2.67958, 1.63260, -3.34216], [-1.98559, 0.92861, -2.39438], [-0.73388, 1.23446, -2.01002], [1.56319, 3.40745, -2.54107], [4.02536, 2.96622, -2.66157], [5.76731, 4.66027, -2.24356], [6.08069, 5.58838, 0.02478], [4.62872, 4.84754, 1.87810], [2.85977, 3.17545, 1.46908], [4.29530, 0.25935, -0.11787], [5.44927, -1.71796, -1.02665], [4.70961, -2.70233, -3.17576], [2.83398, -1.68411, -4.41857], [1.67533, 0.29553, -3.51713], [-0.24899, 3.89578, -3.99918], [-2.56071, 3.32223, -4.67491], [-3.67917, 1.34375, -3.63123], [-2.42312, 0.06358, -1.90348]], "atomic_forces_ev_per_a": [[-0.14, -0.37, 0.16], [-0.04, 0.05, 0.05], [-0.10, -0.05, 0.10], [0.08, -0.09, 0.06], [0.08, 0.15, -0.04], [-0.12, 0.21, -0.11], [0.09, -0.21, 0.21], [-0.03, -0.03, -0.02], [0.02, 0.10, -0.07], [0.01, -0.08, 0.04], [-0.05, -0.05, 0.03], [0.07, 0.32, -0.12], [0.02, -0.10, 0.09], [0.10, 0.06, -0.02], [0.16, -0.14, -0.28], [-0.28, 0.12, 0.13], [-0.03, -0.06, -0.03], [0.06, 0.00, -0.03], [-0.05, 0.00, 0.02], [-0.10, -0.02, 0.05], [0.36, 0.09, -0.18], [-0.07, -0.01, 0.08], [0.00, -0.05, 0.01], [-0.05, 0.02, -0.02], [0.06, 0.02, -0.11], [0.00, -0.05, -0.01], [-0.03, 0.01, -0.02], [0.04, -0.01, 0.02], [-0.01, 0.00, 0.00], [0.00, 0.00, -0.01], [0.03, 0.01, 0.00], [-0.12, 0.00, -0.01], [0.04, 0.05, 0.01], [0.00, -0.01, -0.01], [-0.02, -0.01, -0.01], [0.03, 0.01, 0.02], [0.01, -0.08, 0.00], [-0.04, 0.16, 0.26], [0.44, -0.01, -0.61], [-0.20, -0.14, 0.31], [-0.02, -0.06, 0.00], [0.05, 0.05, -0.06], [-0.05, -0.05, 0.03], [0.04, 0.04, 0.05], [-0.10, -0.01, 0.00], [-0.04, -0.02, 0.11], [-0.04, 0.07, 0.02], [-0.02, -0.02, 0.04], [0.00, 0.00, 0.00], [-0.04, -0.06, -0.05], [-0.01, 0.15, 0.02], [-0.33, -0.17, -0.05], [0.07, 0.09, -0.06], [0.04, -0.04, 0.12], [-0.06, 0.00, -0.04], [0.01, -0.01, 0.03], [0.09, 0.27, 0.10], [0.06, -0.03, -0.08], [0.03, 0.00, 0.00], [0.00, -0.02, 0.00], [0.00, 0.01, -0.02], [0.01, -0.01, 0.00], [0.00, 0.05, 0.00], [0.05, -0.03, 0.01], [0.00, -0.01, -0.02], [0.01, 0.02, -0.02], [0.01, 0.00, 0.00], [0.00, -0.02, -0.01], [0.00, -0.01, 0.01], [0.03, 0.00, -0.03], [0.00, -0.02, 0.04], [-0.04, 0.01, -0.05]], "total_charge": 2, "total_energy_ha": -2214.1209, "homo_lumo_gap_ev": 8.514, "e_above_lowest_ev": 0.1392}

Entry 2:
{"formula": "C5H6O2", "method": "the ωB97M-V functional and the def2-TZVPD basis", "species": ["O", "C", "C", "C", "O", "C", "C", "H", "H", "H", "H", "H", "H"], "xyz": [[-0.37893, 2.19310, 0.88662], [-0.68197, 1.44028, -0.00469], [0.35263, 0.90315, -0.99199], [0.39534, -0.96424, 2.15757], [-0.22483, -1.99477, 2.22089], [-0.02402, -0.38731, -1.55063], [-0.33520, -1.41530, -2.08809], [-0.10224, 0.02009, 2.09406], [-1.72004, 1.06180, -0.08727], [0.49804, 1.61512, -1.81431], [1.30599, 0.82246, -0.45556], [1.50258, -0.94578, 2.16734], [-0.58734, -2.34859, -2.53395]], "atomic_forces_ev_per_a": [[-0.12, -0.14, -0.41], [0.22, 0.20, 0.43], [0.02, -0.09, 0.18], [-0.19, -0.31, 0.08], [0.26, 0.41, -0.04], [-0.14, -0.41, -0.51], [0.11, 0.24, 0.31], [0.02, -0.14, 0.08], [0.12, 0.05, -0.24], [-0.08, 0.06, 0.21], [-0.14, 0.14, -0.10], [-0.06, -0.06, -0.01], [-0.02, 0.05, 0.03]], "smiles": "C#CCC=O.C=O", "total_charge": 0, "total_energy_ha": -344.4816, "homo_lumo_gap_ev": 10.691, "e_above_lowest_ev": 3.2741}

Entry 3:
{"formula": "C36H39N3O3PdTe", "method": "the ωB97M-V functional and the def2-TZVPD basis", "species": ["Pd", "O", "C", "C", "C", "C", "C", "C", "C", "N", "C", "C", "N", "C", "C", "C", "C", "C", "C", "C", "O", "H", "H", "H", "H", "H", "H", "H", "H", "H", "H", "H", "H", "H", "H", "C", "C", "O", "N", "Te", "C", "C", "C", "C", "C", "C", "C", "C", "C", "C", "C", "C", "C", "C", "C", "C", "C", "C", "H", "H", "H", "H", "H", "H", "H", "H", "H", "H", "H", "H", "H", "H", "H", "H", "H", "H", "H", "H", "H", "H", "H", "H", "H"], "xyz": [[-2.01188, -1.66882, 0.36305], [-2.72234, -1.44042, 2.23768], [-3.70181, -2.13044, 2.72087], [-4.22523, -1.68157, 3.96808], [-5.26151, -2.30653, 4.60921], [-5.86545, -3.44607, 4.06061], [-5.37995, -3.91244, 2.86346], [-4.32166, -3.30024, 2.16827], [-3.93892, -3.96175, 0.92980], [-3.02119, -3.57929, 0.14784], [-2.67089, -4.25851, -1.09008], [-1.44860, -3.56673, -1.71855], [-1.60056, -2.12560, -1.56115], [-1.80655, -1.35783, -2.56015], [-2.24203, 0.01283, -2.47691], [-1.87629, 0.88710, -3.51253], [-2.27032, 2.20284, -3.52502], [-3.10063, 2.65195, -2.48427], [-3.51441, 1.81507, -1.48121], [-3.09918, 0.44918, -1.40873], [-3.53051, -0.30284, -0.46622], [-3.75611, -0.80138, 4.38875], [-5.61502, -1.90970, 5.55458], [-6.68347, -3.94406, 4.56331], [-5.82306, -4.79815, 2.41850], [-4.50343, -4.87355, 0.69582], [-2.41680, -5.30220, -0.88952], [-3.52055, -4.22111, -1.78061], [-0.56677, -3.88814, -1.16821], [-1.36478, -3.82759, -2.77901], [-1.65714, -1.77601, -3.56128], [-1.24448, 0.50608, -4.30977], [-1.95135, 2.87332, -4.31141], [-3.42796, 3.68644, -2.47534], [-4.16184, 2.16635, -0.68734], [1.83093, -3.11363, 1.54194], [0.36886, -3.23591, 1.11024], [-0.11564, -4.37800, 0.91059], [-0.22023, -2.07169, 1.00382], [1.13112, 0.03706, -0.70802], [2.16006, 1.50476, -1.90687], [3.15189, 1.13934, -2.82106], [3.61978, -0.28004, -3.03262], [3.77628, 2.12280, -3.59342], [3.44337, 3.45958, -3.48485], [4.12690, 4.51091, -4.31712], [2.43836, 3.80876, -2.58824], [1.78391, 2.86130, -1.81371], [0.67416, 3.32144, -0.90783], [1.84926, 0.80314, 1.14287], [3.22459, 0.82996, 1.39899], [4.25178, 0.30799, 0.43229], [3.68030, 1.36759, 2.60389], [2.80992, 1.86186, 3.55828], [3.31519, 2.44262, 4.85163], [1.44764, 1.80444, 3.29242], [0.94347, 1.27978, 2.10874], [-0.54978, 1.21223, 1.94084], [2.04251, -3.89269, 2.27500], [2.06033, -2.13104, 1.95478], [2.46430, -3.28237, 0.66772], [3.03283, -1.00146, -2.47009], [4.66330, -0.38596, -2.72493], [3.56481, -0.54312, -4.09122], [4.54769, 1.82155, -4.29673], [4.89907, 4.07212, -4.94931], [4.59665, 5.26823, -3.68619], [3.41339, 5.02517, -4.96455], [2.14480, 4.85057, -2.50016], [0.47532, 4.38349, -1.05940], [0.92592, 3.16583, 0.14226], [-0.24599, 2.76705, -1.10405], [3.93076, -0.63519, -0.01161], [5.20348, 0.15029, 0.94153], [4.41541, 1.01072, -0.38791], [4.74854, 1.38664, 2.79627], [4.39680, 2.33445, 4.93487], [2.85777, 1.94803, 5.71052], [3.07688, 3.50611, 4.92407], [0.74532, 2.17192, 4.03436], [-1.04882, 1.90234, 2.62095], [-0.89515, 0.19964, 2.15958], [-0.85534, 1.44121, 0.91894]], "atomic_forces_ev_per_a": [[-0.17, -0.10, -0.04], [-0.01, 0.02, 0.02], [0.00, -0.04, 0.06], [0.00, 0.00, 0.00], [0.00, -0.01, 0.00], [0.02, 0.01, -0.02], [-0.03, 0.01, 0.02], [0.00, 0.00, -0.06], [0.10, -0.01, 0.14], [0.00, 0.24, -0.19], [0.03, -0.04, 0.07], [-0.01, 0.02, 0.03], [-0.07, -0.03, -0.10], [0.07, -0.03, -0.01], [-0.02, 0.06, 0.03], [-0.02, 0.00, 0.01], [0.01, 0.00, 0.01], [-0.01, 0.04, -0.01], [0.02, -0.04, 0.03], [-0.04, 0.04, -0.08], [0.13, -0.05, 0.02], [0.00, 0.00, 0.00], [0.00, 0.00, 0.00], [0.00, 0.00, 0.00], [0.00, 0.00, 0.00], [0.03, -0.02, 0.01], [-0.01, -0.01, -0.02], [-0.01, 0.03, 0.01], [0.03, 0.01, 0.02], [0.00, -0.03, 0.01], [0.02, -0.01, 0.01], [0.00, -0.01, 0.01], [0.00, 0.00, 0.00], [0.00, 0.00, 0.00], [0.00, 0.00, 0.00], [0.03, -0.01, -0.05], [-0.18, -0.01, 0.22], [0.06, -0.01, -0.13], [0.11, 0.07, -0.01], [0.01, 0.01, 0.00], [-0.11, 0.04, 0.06], [0.01, -0.05, 0.00], [0.01, -0.03, -0.01], [0.00, 0.03, 0.00], [0.00, -0.02, 0.01], [0.00, 0.01, -0.01], [0.00, -0.01, -0.01], [-0.01, -0.02, 0.01], [-0.01, 0.02, 0.00], [-0.03, -0.03, -0.03], [0.04, 0.06, 0.07], [0.01, -0.01, -0.01], [0.00, -0.05, -0.06], [-0.06, 0.02, 0.02], [0.00, 0.01, 0.01], [0.03, 0.01, 0.06], [-0.04, -0.02, -0.09], [0.10, -0.07, -0.04], [-0.01, 0.02, 0.00], [-0.01, 0.00, 0.00], [0.01, -0.03, 0.00], [0.01, 0.02, 0.00], [0.01, 0.00, 0.00], [0.00, 0.01, 0.00], [0.00, 0.00, 0.00], [0.00, 0.00, 0.00], [0.00, 0.00, 0.00], [0.00, 0.00, 0.00], [0.00, 0.00, 0.00], [0.01, -0.01, 0.01], [0.01, -0.01, 0.02], [0.00, -0.01, -0.02], [-0.01, -0.01, 0.01], [0.00, 0.01, -0.01], [-0.01, 0.00, 0.00], [0.00, 0.00, 0.00], [0.00, 0.00, 0.00], [0.00, 0.00, 0.00], [0.00, 0.00, 0.00], [0.00, 0.00, 0.00], [0.01, 0.00, 0.03], [-0.04, 0.05, 0.02], [-0.02, 0.01, 0.00]], "s_squared": 0.81, "total_charge": -1, "total_energy_ha": -2181.1235, "homo_lumo_gap_ev": [6.919, 7.050], "e_above_lowest_ev": 0.2021, "multiplicity": 2}

Entry 4:
{"formula": "C13H37AsO11P3RuSi2", "method": "the ωB97M-V functional and the def2-TZVPD basis", "species": ["Ru", "C", "C", "O", "P", "O", "O", "O", "P", "O", "O", "O", "H", "H", "H", "H", "H", "H", "H", "C", "Si", "C", "C", "As", "Si", "C", "C", "C", "H", "H", "H", "H", "H", "H", "H", "H", "H", "H", "H", "H", "H", "H", "H", "H", "H", "H", "C", "O", "P", "O", "C", "O", "C", "H", "H", "H", "H", "H", "H", "H", "H", "H", "C", "C", "O", "H", "H", "H"], "xyz": [[0.20576, 0.05323, 0.00459], [-2.71628, -2.90682, 3.27140], [-1.45138, -2.51783, 2.52214], [-0.46482, -3.55319, 2.62378], [-0.64217, -1.04344, 3.23443], [-0.21855, -1.47870, 4.70207], [-1.72730, 0.04438, 3.59134], [0.48489, -0.60613, 2.37143], [-1.75076, -2.04003, 0.78087], [-2.92716, -2.97517, 0.22356], [-2.21383, -0.61425, 0.82722], [-0.46612, -2.32602, 0.03873], [-2.53475, -2.96347, 4.34524], [-3.05190, -3.88069, 2.91695], [-3.50664, -2.17853, 3.09148], [0.03558, -3.53379, 1.79206], [0.34037, -2.26741, 4.67562], [-2.02935, 0.47273, 2.76995], [-2.57493, -3.68649, -0.32371], [5.33019, -0.44452, -0.23103], [3.69981, -0.85390, 0.57263], [3.96183, -1.32014, 2.35683], [2.89456, -2.26277, -0.33431], [2.31696, 1.02911, 0.34003], [2.79189, 2.46101, 2.14225], [2.23132, 4.15588, 1.59975], [1.98359, 1.96356, 3.73496], [4.64729, 2.52272, 2.30408], [6.02326, -1.28714, -0.15054], [5.79835, 0.42682, 0.23323], [5.18597, -0.21716, -1.28966], [4.61595, -2.19490, 2.42348], [3.00368, -1.56180, 2.82303], [4.41974, -0.51350, 2.93132], [3.54451, -3.14200, -0.31064], [2.71260, -1.99718, -1.37890], [1.92906, -2.53247, 0.10058], [1.18032, 4.15354, 1.31513], [2.80656, 4.47313, 0.72605], [2.37277, 4.89774, 2.39111], [0.92803, 1.74920, 3.57172], [2.08091, 2.76720, 4.47158], [2.43848, 1.05824, 4.14316], [5.11226, 2.74100, 1.33959], [5.06979, 1.58543, 2.66931], [4.92853, 3.31574, 3.00304], [-3.23580, 1.66218, -0.91249], [-2.43845, 2.06542, 0.20946], [-0.85073, 1.96487, 0.15711], [-0.49670, 3.27219, -0.67767], [0.54185, 3.36145, -1.67662], [-0.57278, 2.39868, 1.67989], [-1.19091, 3.56313, 2.25084], [-4.26288, 1.91498, -0.66618], [-3.15100, 0.58854, -1.05091], [-2.93316, 2.20511, -1.80988], [0.07194, 3.63896, -2.61761], [1.06795, 2.41976, -1.78663], [1.23448, 4.14085, -1.36479], [-0.67093, 3.76145, 3.18486], [-2.24543, 3.37253, 2.44399], [-1.09036, 4.41774, 1.58186], [-0.96435, -0.74121, -2.66188], [0.29794, -0.17591, -1.99105], [1.03203, 0.45358, -2.72481], [-0.86769, -0.64612, -3.74128], [-1.78520, -0.12532, -2.30126], [-1.18105, -1.77358, -2.38618]], "atomic_forces_ev_per_a": [[-0.22, -0.95, 0.47], [0.06, -0.07, 0.00], [-0.07, 0.10, 0.07], [-0.11, -0.06, -0.02], [0.01, -0.14, 0.03], [0.02, 0.05, -0.03], [0.07, 0.12, -0.03], [-0.11, 0.18, -0.11], [0.11, -0.19, -0.06], [0.00, -0.04, 0.01], [0.12, -0.09, -0.14], [0.00, 0.05, 0.03], [0.02, -0.02, -0.01], [-0.01, 0.01, -0.01], [0.02, 0.01, 0.01], [0.06, 0.06, 0.04], [0.00, -0.02, 0.00], [-0.04, -0.07, -0.02], [0.00, -0.03, 0.00], [0.18, 0.10, -0.08], [0.10, 0.00, 0.00], [-0.06, -0.04, 0.23], [-0.19, -0.04, -0.13], [-0.20, -0.19, -0.20], [-0.11, 0.21, -0.18], [-0.06, 0.16, -0.10], [-0.08, -0.18, 0.18], [0.24, -0.09, -0.01], [-0.01, 0.03, -0.01], [0.01, -0.04, 0.01], [0.02, -0.02, 0.02], [-0.02, 0.02, 0.00], [0.02, 0.01, -0.01], [0.01, -0.03, 0.01], [-0.02, 0.00, 0.00], [0.05, -0.03, 0.00], [0.04, -0.03, 0.01], [0.01, 0.04, 0.00], [0.03, 0.03, 0.05], [0.02, -0.02, -0.02], [0.00, 0.04, 0.02], [0.02, -0.03, -0.01], [-0.01, 0.03, 0.01], [-0.01, 0.04, 0.03], [0.01, 0.03, 0.02], [0.01, -0.02, -0.01], [0.06, 0.15, 0.15], [-0.28, -0.04, -0.32], [1.16, -0.22, 0.30], [-0.04, 0.13, -0.39], [-0.07, 0.10, 0.14], [-0.19, 0.22, 0.14], [-0.02, -0.10, -0.02], [-0.01, 0.02, -0.01], [-0.06, -0.03, 0.03], [0.00, -0.02, -0.01], [0.00, 0.00, -0.01], [-0.01, -0.04, -0.04], [-0.02, 0.03, 0.01], [0.01, 0.00, 0.01], [-0.01, 0.01, 0.00], [-0.01, 0.01, 0.01], [0.26, -0.76, 0.35], [-1.42, 2.38, -0.35], [0.81, -0.72, 0.05], [0.03, 0.02, -0.01], [-0.09, -0.03, -0.10], [0.03, 0.03, 0.04]], "s_squared": 0.77, "total_charge": 0, "total_energy_ha": -5279.2343, "homo_lumo_gap_ev": [7.762, 6.744], "e_above_lowest_ev": 0.7108, "multiplicity": 2}

> Number 1 is which compound?

C33H30N7PSn